Record 1
{
  "formula": "C28H41BrClGeN5OPtS2",
  "method": "wB97M-V/def2-TZVPD",
  "elements": ["Pt", "S", "C", "S", "C", "C", "N", "C", "N", "C", "C", "C", "C", "Ge", "C", "C", "C", "C", "H", "H", "H", "H", "H", "H", "H", "H", "H", "H", "H", "H", "H", "H", "H", "H", "H", "H", "H", "Br", "C", "C", "C", "C", "C", "O", "C", "C", "C", "C", "C", "C", "Cl", "C", "C", "C", "N", "C", "N", "C", "N", "H", "H", "H", "H", "H", "H", "H", "H", "H", "H", "H", "H", "H", "H", "H", "H", "H", "H", "H", "H", "H", "H"],
  "positions_angstrom": [[-0.79867, 1.08707, 1.06519], [-2.60079, 0.14853, 2.15399], [-2.78065, 1.65135, 2.99992], [-1.51531, 2.73433, 2.48658], [-3.77961, 1.95445, 3.86826], [-3.86281, 3.25401, 4.45511], [-3.93195, 4.30087, 4.92651], [-4.78563, 0.98883, 4.17623], [-5.60137, 0.21407, 4.41547], [-4.03598, 5.48625, -1.21838], [-5.26374, 4.58948, -1.11722], [-4.94739, 3.09598, -1.11697], [-4.05678, 2.64606, 0.05645], [-2.15946, 2.64519, -0.40396], [-1.82666, 1.70552, -2.09741], [-1.55976, 2.69195, -3.23631], [-1.21740, 2.00650, -4.55883], [-2.35496, 1.16318, -5.12272], [-4.32198, 6.53335, -1.31883], [-3.42630, 5.22621, -2.08869], [-3.40575, 5.40889, -0.33076], [-5.93842, 4.79988, -1.95084], [-5.81589, 4.83260, -0.20486], [-4.49577, 2.82304, -2.07863], [-5.88731, 2.54162, -1.06796], [-4.29802, 1.62277, 0.34453], [-4.22204, 3.27459, 0.93334], [-1.44405, 3.99440, -0.37080], [-2.69926, 1.07987, -2.30256], [-0.96786, 1.04671, -1.96908], [-0.73420, 3.35026, -2.95093], [-2.43201, 3.33889, -3.38560], [-0.32989, 1.38221, -4.41333], [-0.93846, 2.77211, -5.28718], [-2.60172, 0.32667, -4.46718], [-2.09298, 0.74911, -6.09666], [-3.25847, 1.76449, -5.24941], [1.18569, 2.27938, 0.17789], [3.88332, -1.22837, 0.84108], [4.23357, -2.01503, -0.42630], [4.19028, -1.09152, -1.65222], [5.70120, -2.45186, -0.27400], [3.33893, -3.28267, -0.66292], [3.97085, -4.04805, -1.71040], [3.19484, -4.24350, 0.54920], [1.99046, -4.23290, 1.51327], [1.96984, -3.18791, 2.60118], [0.92544, -2.27865, 2.70568], [0.91300, -1.29312, 3.68323], [1.96235, -1.22843, 4.58222], [1.97338, 0.00340, 5.80422], [2.99653, -2.15176, 4.53240], [2.98883, -3.12586, 3.54816], [2.00418, -3.03166, -1.40246], [0.94722, -2.23869, -0.77607], [0.91225, -0.95287, -0.45098], [-0.29739, -0.65138, -0.00325], [-0.99378, -1.81615, -0.10784], [-0.27200, -2.79845, -0.57506], [4.41380, -0.27424, 0.82350], [4.20098, -1.76274, 1.73443], [2.82414, -1.01020, 0.96421], [4.95156, -0.31745, -1.54600], [3.23911, -0.57611, -1.77845], [4.39997, -1.64900, -2.56589], [6.29496, -1.58629, 0.02273], [6.11814, -2.82240, -1.21083], [5.83605, -3.20863, 0.50181], [4.76812, -4.45134, -1.35299], [4.11557, -4.19997, 1.13679], [3.18113, -5.23323, 0.08656], [2.00995, -5.21238, 1.99977], [1.05305, -4.20801, 0.95869], [0.08907, -2.35223, 2.02457], [0.09323, -0.58882, 3.75480], [3.79437, -2.10313, 5.26071], [3.80069, -3.84448, 3.51291], [1.55039, -4.00147, -1.59091], [2.23984, -2.58639, -2.36632], [1.72481, -0.25279, -0.51708], [-2.02860, -1.92396, 0.17347]],
  "forces_ev_per_angstrom": [[-0.164, 0.139, 0.045], [0.042, -0.143, -0.020], [-0.172, 0.124, -0.031], [0.143, -0.038, 0.035], [0.077, 0.004, -0.036], [-0.039, -0.041, 0.092], [0.027, 0.020, -0.050], [-0.044, 0.050, 0.064], [0.025, -0.036, -0.034], [-0.011, -0.003, 0.002], [0.000, 0.006, -0.011], [0.003, 0.005, 0.009], [0.004, 0.008, 0.018], [0.135, -0.190, -0.103], [-0.045, 0.036, -0.011], [-0.001, 0.009, 0.007], [0.003, 0.000, -0.008], [0.002, 0.006, 0.005], [0.000, 0.001, -0.001], [0.005, 0.003, 0.003], [0.000, 0.003, -0.005], [0.001, 0.004, 0.001], [-0.001, -0.002, 0.001], [0.000, -0.002, -0.002], [-0.003, -0.001, 0.001], [0.002, 0.000, 0.004], [-0.006, -0.009, 0.013], [-0.011, -0.001, 0.041], [0.010, -0.016, 0.008], [0.004, 0.012, -0.015], [-0.003, 0.002, 0.005], [0.004, 0.000, -0.009], [0.000, 0.001, 0.001], [-0.001, -0.001, -0.001], [-0.002, -0.002, -0.004], [-0.001, -0.002, 0.000], [0.000, -0.001, 0.001], [-0.002, 0.009, -0.016], [-0.028, 0.004, 0.018], [0.010, -0.009, 0.003], [0.020, -0.026, 0.013], [0.004, 0.000, 0.030], [0.014, -0.008, -0.051], [-0.037, 0.000, -0.032], [-0.002, 0.018, 0.016], [0.020, -0.005, -0.004], [0.020, 0.010, -0.038], [0.016, -0.005, 0.030], [0.005, 0.029, 0.020], [0.009, -0.006, 0.004], [-0.004, 0.001, -0.007], [0.000, -0.007, 0.002], [0.012, 0.025, -0.007], [0.009, -0.022, 0.053], [0.009, 0.022, -0.002], [0.000, -0.032, 0.031], [-0.010, 0.053, -0.024], [-0.012, 0.009, -0.022], [-0.025, 0.006, -0.057], [-0.009, 0.005, 0.008], [0.002, -0.009, 0.012], [0.119, -0.046, 0.072], [-0.001, -0.002, 0.003], [-0.029, 0.022, -0.023], [0.003, -0.002, -0.001], [0.001, -0.001, 0.004], [0.001, 0.003, 0.001], [0.001, -0.001, -0.001], [0.005, 0.001, 0.002], [-0.011, 0.018, 0.012], [0.004, 0.000, 0.004], [-0.004, -0.006, 0.000], [-0.008, 0.021, -0.023], [-0.011, 0.001, -0.005], [-0.002, -0.022, -0.005], [0.001, -0.001, -0.001], [0.002, 0.001, 0.004], [-0.008, 0.006, 0.015], [-0.015, -0.008, -0.011], [-0.056, 0.003, -0.047], [0.004, 0.008, 0.006]],
  "lowdin_charge": [0.3397, 0.5694, -1.0728, 0.5541, -0.3545, -0.2259, 0.1719, -0.2276, 0.1706, -0.1156, -0.2661, -0.2736, -0.3361, 0.7589, -0.3546, -0.2982, -0.2686, -0.1122, 0.0744, 0.0645, 0.0520, 0.1057, 0.1106, 0.0893, 0.1094, 0.0437, 0.0677, -0.0275, 0.0665, 0.0301, 0.1020, 0.0927, 0.1064, 0.1055, 0.0632, 0.0692, 0.0754, 0.0293, -0.0222, -0.4962, -0.0387, -0.0458, -0.4035, -0.0315, -0.0871, -0.1217, -0.2358, -0.0417, -0.0927, -0.6615, 0.6777, -0.0965, -0.0541, -0.0253, -0.0576, -0.1826, -0.1249, -0.2100, 0.1330, 0.1007, 0.0780, 0.0581, 0.0950, 0.0668, 0.0936, 0.0949, 0.0886, 0.0842, 0.0952, 0.1054, 0.1254, 0.1251, 0.0941, 0.0878, 0.0839, 0.1072, 0.1208, 0.1423, 0.1341, 0.0391, 0.1095],
  "lumo_energy_ev": -0.95,
  "gap_ev": 7.62,
  "homo_energy_ha": -0.31507,
  "e_tot_ev": -203199.51191,
  "total_charge": 0,
  "multiplicity": 1
}

Record 2
{
  "formula": "CF2O3S",
  "method": "wB97M-V/def2-TZVPD",
  "elements": ["C", "O", "O", "O", "F", "F", "S"],
  "positions_angstrom": [[-0.61581, -0.60910, 1.64072], [-0.68083, -0.85400, 2.76363], [-0.88020, 0.75617, -1.89486], [-0.50927, -0.36263, 0.52335], [1.00382, -1.01251, -1.28508], [1.15744, 1.43206, -0.18495], [0.52484, 0.65000, -1.56282]],
  "forces_ev_per_angstrom": [[0.270, -0.068, 0.547], [-0.199, -0.157, 0.600], [2.030, -0.405, 1.940], [-0.711, -0.077, -0.182], [-0.919, 2.306, 0.016], [-1.458, -1.166, -0.853], [0.986, -0.432, -2.067]],
  "nbo_charge": [1.0486, -0.4986, -0.7869, -0.5515, -0.5168, -0.5102, 1.8155],
  "lumo_energy_ev": -0.31,
  "gap_ev": 11.42,
  "homo_energy_ha": -0.43096,
  "e_tot_ev": -23448.94992,
  "total_charge": 0,
  "multiplicity": 1
}